(1)
The following is a DFT calculation (ωB97M-V/def2-TZVPD) of C7H17N in the gas phase.

**Molecular weight**: 115.2 g/mol
**HOMO level**: -8.469 eV
**E_LUMO**: 1.13 eV
**E_tot**: -331.59641 Ha
**SMILES string**: CC(C)CNC(C)C

CARTESIAN COORDINATES (ANGSTROEM)
N -0.99 0.17 0.06
C -0.44 1.44 2.22
C 1.76 -1.50 -2.03
C 0.42 -0.14 -0.26
C -1.27 1.37 0.90
C 0.61 -1.44 -1.04
C 0.76 -2.53 0.09
C -1.09 2.61 -0.07
H 1.10 -0.10 0.64
H -0.29 2.49 2.59
H 2.69 -1.50 -1.60
H 1.55 -2.49 -2.63
H 0.69 0.75 -0.95
H 0.56 0.98 1.96
H -1.48 3.55 0.27
H 1.47 -2.17 0.88
H -0.01 2.72 -0.16
H 1.08 -3.48 -0.35
H 1.66 -0.75 -2.73
H -0.82 1.01 3.14
H -1.44 -0.75 0.30
H -1.53 2.58 -1.04
H -0.04 -2.57 0.70
H -2.34 1.28 1.28
H -0.42 -1.58 -1.56

***

(2)
The following is a DFT calculation (ωB97M-V/def2-TZVPD) of a molecular structure, C62H86Cl2FN10O7P2S2.

**Molecular weight**: 1299.4 g/mol
**HOMO level**: -4.951 eV
**E_LUMO**: 1.65 eV
**E_tot**: -5987.57607 Ha
**Net charge**: -1

CARTESIAN COORDINATES (ANGSTROEM)
Cl 3.53 1.84 3.65
Cl 4.28 0.99 6.69
S 2.52 1.18 7.76
S 2.29 -2.28 1.08
P 0.89 1.29 2.09
P 1.57 -2.77 3.69
F -0.09 -1.47 0.35
O 1.77 -0.09 2.71
O -0.47 0.14 1.74
O 2.85 0.75 9.13
O -2.56 4.46 2.27
O -2.82 6.55 2.97
O 2.04 2.56 7.81
O 2.97 -2.27 4.50
N 0.92 8.31 -2.90
N 0.41 -2.86 4.94
N 6.13 -2.09 4.46
N -4.84 0.19 2.87
N -4.13 -0.08 -2.98
N -4.69 -5.16 -4.90
N -5.85 -8.51 -2.65
N -0.77 -6.14 3.69
N -0.53 5.82 -6.69
N 3.51 5.20 -10.59
C -2.79 -0.86 3.78
C 1.83 6.21 -6.69
C -1.71 -8.76 3.88
C 7.67 -3.82 5.07
C 0.59 1.50 5.14
C 5.76 5.33 -11.40
C -7.04 -8.70 -2.08
C -3.37 0.09 2.70
C -2.87 -2.49 -2.36
C 0.56 7.02 -2.94
C 0.54 6.53 -6.33
C 3.26 6.35 -11.21
C 4.16 0.26 0.75
C -1.32 -2.22 2.04
C -2.47 5.43 3.23
C 4.74 4.71 -10.69
C 1.28 0.00 7.16
C -5.32 -6.33 -5.06
C 2.04 5.09 -7.48
C -3.98 -5.32 -7.19
C 2.87 -0.15 -1.40
C 0.94 4.34 -7.87
C -1.91 5.09 4.61
C -1.63 7.49 -2.15
C 6.95 -3.09 4.14
C -0.27 4.03 1.36
C 0.00 9.18 -2.48
C -5.33 -7.05 -6.24
C -2.99 -0.12 -2.28
C -4.64 -6.53 -7.33
C -4.64 -1.26 -3.36
C -2.22 -2.20 3.28
C -0.37 -8.47 4.11
C -0.06 1.66 3.74
C -6.18 -10.22 -0.47
C -0.22 -1.17 1.78
C -4.93 -10.04 -1.05
C -0.45 2.52 1.31
C 6.03 -1.78 5.76
C -7.26 -9.53 -0.99
C 1.61 1.25 0.32
C 2.94 3.49 1.70
C -2.05 -6.44 3.47
C 7.55 -3.49 6.40
C 3.46 4.78 2.44
C 1.29 -1.36 2.44
C -0.31 4.75 -7.45
C 0.04 -7.15 4.01
C -0.70 6.56 -2.58
C -2.32 -1.29 -1.95
C -4.06 -2.48 -3.08
C 5.49 6.52 -12.03
C -4.82 -9.18 -2.13
C -2.57 -7.72 3.55
C -1.67 4.72 1.17
C 3.02 0.80 -0.14
C 6.71 -2.45 6.76
C -1.28 8.83 -2.09
C -4.03 -4.68 -5.96
C 2.14 2.65 2.73
C 0.94 0.09 5.63
C 4.21 7.05 -11.94
H -2.07 -9.77 3.95
H -2.64 4.49 5.17
H 1.42 2.19 5.37
H 1.06 3.46 -8.48
H 4.00 5.42 1.74
H 6.59 -2.16 7.80
H -2.97 1.10 2.91
H -2.11 4.26 0.27
H 3.51 -1.88 3.80
H 1.96 -0.76 -1.36
H -4.51 -3.40 -3.42
H 6.75 4.88 -11.44
H -1.38 2.27 1.84
H 0.87 0.67 -0.26
H 4.91 3.77 -10.18
H 4.14 4.50 3.25
H -1.53 5.79 0.97
H -0.97 4.54 4.52
H -0.13 -3.72 4.94
H 7.01 -3.31 3.08
H 3.86 3.02 1.33
H 2.88 0.44 -2.33
H -1.76 6.04 5.12
H 0.01 -0.50 5.55
H -3.64 -1.12 4.45
H -1.81 -2.73 4.16
H 1.67 -1.00 7.38
H -3.09 -0.16 1.68
H 3.93 -0.50 1.50
H 1.84 -3.56 1.21
H -3.86 -9.01 -2.61
H 1.32 6.33 -3.29
H 8.32 -4.63 4.74
H 3.50 1.67 -0.63
H 0.12 4.50 2.28
H 0.72 -2.60 5.87
H 2.40 3.87 0.82
H 0.32 10.22 -2.46
H 2.66 6.83 -6.36
H -2.63 7.17 -1.85
H 1.65 3.38 3.39
H -2.06 -0.39 4.45
H 1.78 -0.37 5.10
H -1.98 -2.19 1.15
H 2.25 6.73 -11.10
H 3.72 -0.85 -1.49
H -5.03 0.35 3.86
H -2.60 0.85 -1.98
H 8.11 -4.04 7.16
H -0.72 2.22 0.28
H -2.69 -5.60 3.22
H -7.86 -8.14 -2.53
H 5.36 -0.96 5.99
H -4.06 -10.56 -0.67
H -0.98 1.06 3.77
H -1.98 9.58 -1.76
H -6.30 -10.88 0.38
H -1.40 -1.26 -1.39
H 0.37 0.24 7.71
H -8.25 -9.64 -0.57
H 4.73 1.04 1.29
H -3.62 -7.90 3.37
H -5.57 -1.20 -3.93
H 4.93 -0.18 0.09
H -0.45 2.69 3.80
H -2.38 -3.43 -2.12
H -1.20 4.19 -7.74
H -3.43 -4.89 -8.01
H -3.11 -2.82 3.02
H -3.53 -3.73 -5.81
H -0.19 1.85 5.86
H 1.44 2.25 -0.11
H 3.04 4.81 -7.78
H 3.95 7.98 -12.43
H 1.08 -6.87 4.18
H 0.33 -9.25 4.37
H -0.94 5.51 -2.64
H -5.85 -7.99 -6.30
H 6.26 7.04 -12.60
H 0.33 7.40 -5.71
H -5.84 -6.69 -4.18
H 0.31 4.45 0.52
H 2.59 5.29 2.90
H -4.62 -7.07 -8.27
H -0.84 -3.20 1.96
H -5.15 1.06 2.45

***

(3)
The following is a DFT calculation (ωB97M-V/def2-TZVPD) of 6 unconnected molecules or ions with the total composition C30H81N5O11.

**Molecular weight**: 688.0 g/mol
**HOMO level**: -12.660 eV
**E_LUMO**: -6.72 eV
**E_tot**: -2291.42901 Ha
**Net charge**: +4

CARTESIAN COORDINATES (ANGSTROEM)
O -17.23 19.13 -15.38
O -13.45 15.79 -4.64
O -16.66 22.45 -13.87
O -9.78 13.50 -7.64
O -3.59 23.03 -7.25
O -17.63 22.67 -6.37
O -7.01 19.78 -9.51
O -16.18 27.63 -4.72
O -16.77 14.44 -14.72
O -15.15 16.26 -10.12
O -20.77 17.08 -12.74
N -15.54 20.16 -13.10
N -16.84 24.76 -4.52
N -5.96 21.25 -7.51
N -18.86 14.75 -12.86
N -12.78 14.07 -6.72
C -12.91 15.59 -3.35
C -18.19 13.38 -13.17
C -14.88 21.43 -12.57
C -5.43 21.51 -8.97
C -7.85 19.18 -10.41
C -15.95 19.70 -15.64
C -21.27 15.76 -12.82
C -16.81 27.06 -3.56
C -21.63 18.13 -12.95
C -17.70 22.35 -5.04
C -15.29 22.58 -13.47
C -12.07 12.71 -7.08
C -4.93 21.33 -6.32
C -20.28 14.68 -12.26
C -15.00 19.63 -14.42
C -12.51 16.30 -5.57
C -18.11 19.06 -16.53
C -17.31 23.48 -14.48
C -10.91 12.79 -8.13
C -8.57 13.49 -8.42
C -16.74 23.19 -4.17
C -16.33 25.61 -3.35
C -2.93 24.24 -7.12
C -17.11 13.78 -15.99
C -6.48 21.04 -9.94
C -18.58 22.10 -7.20
C -11.77 15.17 -6.22
C -16.78 13.53 -13.65
C -4.28 22.74 -6.06
C -16.63 29.02 -4.96
H -5.93 20.85 -10.86
H -16.50 27.54 -2.63
H -15.70 22.97 -4.41
H -21.15 19.06 -12.64
H -16.84 29.60 -4.06
H -7.97 14.38 -8.23
H -6.26 20.29 -7.49
H -20.23 14.63 -11.17
H -14.04 20.14 -14.53
H -2.18 24.33 -7.91
H -22.36 18.02 -12.14
H -4.18 20.60 -6.64
H -3.73 24.97 -7.24
H -18.14 12.88 -12.20
H -17.85 19.69 -17.38
H -5.48 20.92 -5.48
H -17.37 23.28 -15.55
H -8.62 19.82 -10.84
H -18.23 15.16 -12.18
H -7.25 18.71 -11.20
H -16.79 25.17 -2.46
H -14.65 22.65 -14.35
H -17.09 14.50 -16.81
H -22.02 18.06 -13.96
H -11.11 14.69 -5.49
H -13.46 13.86 -6.00
H -12.07 17.26 -5.30
H -15.37 19.03 -16.28
H -18.42 21.03 -7.30
H -10.50 11.79 -8.24
H -17.89 27.18 -3.56
H -13.65 15.20 -2.65
H -5.05 23.47 -5.81
H -12.02 14.97 -3.36
H -15.50 19.37 -12.48
H -18.79 12.75 -13.83
H -2.39 24.37 -6.18
H -17.84 24.89 -4.58
H -18.50 22.53 -8.20
H -8.84 13.58 -9.48
H -16.40 12.97 -16.15
H -14.92 18.60 -14.07
H -19.58 22.28 -6.81
H -18.11 13.34 -16.04
H -16.87 24.46 -14.29
H -16.12 20.64 -16.17
H -13.82 21.29 -12.33
H -11.20 13.13 -9.13
H -5.37 22.60 -9.03
H -11.27 15.49 -7.13
H -3.59 22.67 -5.22
H -15.33 21.63 -11.60
H -18.31 23.48 -14.06
H -14.19 16.32 -10.30
H -12.61 16.59 -3.04
H -16.38 12.55 -13.92
H -16.40 25.04 -5.38
H -16.51 20.38 -13.27
H -16.06 13.86 -12.91
H -16.82 23.00 -3.10
H -18.86 15.35 -13.67
H -6.80 21.75 -7.28
H -18.73 22.40 -4.66
H -7.94 12.64 -8.19
H -12.91 12.22 -7.57
H -18.05 18.05 -16.93
H -7.19 21.83 -10.21
H -21.36 15.50 -13.87
H -8.31 18.36 -9.86
H -15.20 23.46 -12.84
H -17.33 21.33 -4.92
H -15.81 29.53 -5.46
H -15.27 25.37 -3.30
H -13.14 16.69 -6.37
H -13.31 14.50 -7.46
H -11.70 12.35 -6.12
H -20.65 13.70 -12.56
H -22.22 15.68 -12.30
H -19.14 19.32 -16.27
H -17.51 29.12 -5.60
H -4.41 21.12 -9.06